Record 1
14
Properties=species:S:1:pos:R:3:forces:R:3 method="wB97M-V/def2-TZVPD" e_homo_ha="-0.8626 / -0.8614" charge=+2 total_energy_ha=-323.57597 gap_ev="14.327 / 9.221" multiplicity=2
O 0.33179 0.77244 -1.65471 0.87 0.41 -0.33
O -1.78875 0.18706 -1.55318 0.82 -0.12 0.71
N 1.37496 -0.73484 2.11950 -1.27 1.19 0.14
C -0.37283 -0.45097 0.29776 0.34 0.31 -0.23
C 0.72652 0.26105 1.12566 0.25 -1.95 -0.21
C -0.59944 0.22978 -1.05416 -1.84 -0.58 0.76
H 1.57050 0.50282 0.48568 -0.09 0.64 0.05
H -1.84585 0.63972 -2.40820 -0.37 0.21 -0.73
H 1.64169 -1.61715 1.69774 0.54 -0.19 -0.33
H 2.18361 -0.21919 2.49407 0.00 -0.64 0.31
H 0.30445 1.07813 1.70076 0.31 0.22 -0.04
H -0.12815 -1.47559 -0.01544 0.22 0.01 0.16
H -1.32326 -0.50048 0.83150 -0.19 0.17 -0.27
H 0.72134 -0.99397 2.87823 0.40 0.33 0.01


Record 2
71
Properties=species:S:1:pos:R:3:forces:R:3 method="wB97M-V/def2-TZVPD" e_homo_ha=-0.5153 charge=+2 total_energy_ha=-6081.19759 gap_ev=7.366
Hf -15.04175 10.57431 -3.11231 0.09 1.49 -0.90
Se -15.97413 8.40795 -4.11739 -0.61 -0.59 0.05
Cl -15.29791 8.44119 1.25060 0.40 0.62 -0.96
Cl -13.76963 10.96480 1.70650 -0.37 -1.28 -1.55
S -13.25856 10.21133 -4.95520 -1.05 0.03 -0.13
P -14.79503 13.48204 -2.75917 -1.17 -0.36 0.95
F -18.69751 11.20108 -0.67279 -0.11 -1.47 -0.97
F -17.32361 10.82546 -3.00433 0.48 -0.19 0.53
F -19.50505 6.42042 -0.70998 0.42 1.79 -0.25
F -20.22975 9.05738 0.17133 1.74 -0.73 -0.65
F -17.91841 6.06841 -2.81475 -0.03 1.61 0.41
O -13.60781 9.73676 -1.76188 -1.67 1.61 0.02
O -15.44206 10.84946 -0.97016 0.53 -0.61 -1.59
N -10.93478 10.51796 -3.59458 -1.29 0.55 -1.26
N -10.82661 10.99954 -5.77289 -2.67 -0.63 1.54
N -15.88745 11.86156 -4.87725 -1.21 -0.76 -0.40
C -16.77306 13.85051 -0.77438 -2.02 -0.37 0.75
C -14.43666 10.11188 -0.82868 1.47 -1.51 1.98
C -11.64055 10.64407 -4.72217 2.19 0.00 -1.00
C -17.92517 15.92462 -0.49880 -0.62 0.35 1.26
C -17.46397 8.44834 -2.85879 0.26 0.13 -0.83
C -9.47799 11.21380 -5.28268 0.25 0.94 -1.04
C -18.56987 9.96543 -1.21408 0.18 -0.19 0.03
C -17.81079 9.68328 -2.33384 -0.25 0.74 0.37
C -15.24606 13.03464 -5.39439 -0.04 0.76 -0.48
C -15.12446 13.25400 -6.75660 -0.84 0.31 -0.73
C -16.12836 15.82300 -2.05809 0.39 -0.11 -1.28
C -19.18864 8.83667 -0.68708 -1.74 -0.56 0.54
C -11.29635 11.11727 -7.16320 0.85 -1.99 -0.22
C -9.53805 10.81448 -3.82550 1.32 -1.57 1.45
C -14.61987 14.48165 -7.22896 -0.11 -0.33 -0.68
C -12.99090 14.83569 -0.99174 -1.02 -0.58 -1.74
C -17.84218 14.57720 -0.17648 2.58 1.43 -2.62
C -18.92114 7.54242 -1.21037 -0.58 -1.21 -0.52
C -14.17177 15.41459 -6.29921 -0.86 -0.63 0.99
C -17.02921 16.56585 -1.35709 -0.60 -1.15 0.78
C -12.11943 13.64689 -2.95173 -1.57 0.35 -0.52
C -18.11072 7.32414 -2.36721 -0.21 0.16 1.74
C -14.41278 15.23394 -4.92976 0.94 -0.79 -0.96
C -13.21302 14.04645 -2.15848 1.14 0.16 0.53
C -10.87937 14.12255 -2.61970 1.43 -0.84 -0.98
C -10.67401 15.01107 -1.59227 0.91 1.08 0.01
C -16.04775 14.43053 -1.80538 1.15 -0.04 -0.12
C -14.90954 14.01335 -4.48183 0.61 0.40 0.54
C -14.09240 9.51530 0.48776 0.67 0.65 3.40
C -11.74135 15.39359 -0.81316 -0.18 0.44 1.29
H -11.37887 10.23496 -2.74087 0.17 -0.09 0.25
H -16.87030 12.12065 -4.61643 1.01 -0.34 -0.42
H -15.96454 11.17555 -5.63646 -0.23 0.18 0.13
H -8.82997 10.66827 -5.96405 0.48 -0.30 0.54
H -8.97077 9.87316 -3.66024 -0.14 0.57 -0.01
H -10.02559 13.78587 -3.21050 -0.13 0.34 0.01
H -14.61908 14.74426 -8.32953 0.21 -0.62 1.46
H -13.85618 15.09162 -0.38502 0.30 0.10 0.05
H -11.61638 16.14259 -0.02415 0.06 -0.36 -0.25
H -14.01566 15.93697 -4.21903 -0.01 0.26 0.07
H -9.19941 12.26252 -5.36979 -0.06 0.21 -0.18
H -12.35330 13.15627 -3.93904 0.62 0.23 1.18
H -13.63648 16.27349 -6.58433 0.27 1.08 -0.58
H -16.74461 12.81818 -0.38468 0.64 0.43 -0.93
H -11.01396 12.06850 -7.55196 -0.01 0.68 -0.38
H -12.35251 10.91075 -7.19580 -0.43 0.59 0.18
H -18.67681 16.52561 0.03417 0.24 -0.23 -0.51
H -10.91690 10.28587 -7.84523 0.21 1.05 1.06
H -15.60470 12.52945 -7.43597 0.57 0.38 0.18
H -15.57138 16.36099 -2.87646 -0.39 -0.99 1.08
H -18.60248 14.10424 0.33424 -1.14 -0.93 1.54
H -9.69737 15.53540 -1.48384 -0.79 -0.77 0.06
H -13.12242 9.00700 0.48072 -0.50 0.09 -0.26
H -9.17992 11.53396 -3.06951 -0.04 -0.02 -0.72
H -17.08887 17.60534 -1.46641 -0.10 1.31 -0.31


Record 3
9
Properties=species:S:1:pos:R:3:forces:R:3 method="wB97M-V/def2-TZVPD" e_homo_ha=-0.3518 total_energy_ha=-1186.30475 gap_ev=9.388 smiles="O=CC(=O)C(Cl)Cl"
Cl 2.58276 -1.05355 -0.33640 -1.60 0.63 -0.53
Cl 1.18468 1.54878 -0.60108 0.37 0.76 0.65
O -1.90450 0.82532 -0.58002 -0.60 0.43 -0.29
O 0.06051 -1.55476 1.22176 -0.10 0.49 -0.34
C -0.03733 -0.61450 0.50251 -1.85 1.67 0.42
C -1.51167 0.53529 0.49139 3.98 -3.11 -2.79
C 0.96380 -0.19084 -0.58587 1.86 -0.09 2.57
H 0.55933 -0.25714 -1.52127 -0.79 -1.52 -2.49
H -1.89758 0.76139 1.40899 -1.27 0.73 2.81


Record 4
14
Properties=species:S:1:pos:R:3:forces:R:3 method="wB97M-V/def2-TZVPD" e_homo_ha=-0.0801 charge=-1 total_energy_ha=-916.07844 gap_ev=5.201
S -0.40290 -2.07076 2.25815 0.12 0.04 0.04
S -1.46113 2.02071 -1.84491 0.03 -0.01 0.15
C -1.12639 1.65088 -0.09640 0.00 -0.24 -0.47
C -0.34821 0.84990 -2.61600 0.43 -1.03 -0.65
C 1.42568 -2.19726 2.46558 -0.63 0.71 0.04
H 1.78017 -3.08520 1.96265 0.36 -0.26 -0.04
H 1.72163 -2.19763 3.51957 -0.02 -0.23 -0.04
H -1.91385 2.16825 0.44725 0.16 -0.13 0.26
H -1.15348 0.57366 0.06164 -0.34 0.00 0.19
H -0.13398 1.96840 0.20366 0.02 0.36 0.06
H -0.83732 0.14344 -3.29922 -0.34 0.42 0.06
H 0.45354 1.31012 -3.19210 0.01 0.26 0.14
H 0.10702 0.17495 -1.89318 0.04 0.28 0.35
H 1.88923 -1.30946 2.02331 0.17 -0.16 -0.09